Record 1
# C21H31ClInN2O5S

A molecular structure, C21H31ClInN2O5S at a distorted geometry (ωB97M-V/def2-TZVPD, the OMol25 dataset).

```
62
C21H31ClInN2O5S, DFT ωB97M-V/def2-TZVPD
In -0.09295 -0.03424 -0.04859
Cl -1.90276 0.21143 1.65818
N -0.01683 2.01064 -0.09093
N -0.13721 -2.06599 0.17609
C -0.94216 2.80728 -0.57000
C -0.91328 -2.91063 -0.46060
C 0.99487 2.83658 0.61573
C 0.23740 4.15630 0.76288
C 2.21089 2.97995 -0.28521
C 1.35502 2.21044 1.93970
H 1.91843 3.01891 -1.33615
H 2.87957 2.12951 -0.15895
H 2.74750 3.89994 -0.04121
H 0.53755 2.30285 2.65755
H 2.24883 2.68189 2.35262
H 1.57393 1.14705 1.81005
C 0.70359 -2.83312 1.13335
C 0.50708 -4.25899 0.62228
C 0.13467 -2.65686 2.52928
C 2.14835 -2.38715 1.06816
H 2.52137 -2.39266 0.04444
H 2.76396 -3.04853 1.68351
H 2.25676 -1.37279 1.45008
H -0.91582 -2.94788 2.57061
H 0.18927 -1.61323 2.84311
H 0.69838 -3.26690 3.23717
O -0.69601 -4.19749 -0.19984
H 0.34058 -4.99046 1.41074
H 1.32538 -4.59147 -0.02358
O -0.81271 4.09014 -0.24919
H 0.84233 5.03763 0.56473
H -0.25418 4.25078 1.73633
C -2.09458 2.39155 -1.39831
C -2.01712 -2.56829 -1.38556
C -1.76251 -1.30889 -2.15706
H -2.91889 -2.46127 -0.77462
H -2.17539 -3.42702 -2.03592
C -2.12792 -0.09027 -1.56813
C -1.81124 1.13655 -2.16750
H -2.75432 -0.09742 -0.68219
C -1.13528 1.14499 -3.38148
C -0.81050 -0.07524 -3.96565
C -0.68561 2.42500 -4.01566
C -1.08359 -1.30154 -3.36962
H -0.26131 -0.06867 -4.90093
C -0.56729 -2.56556 -3.98461
H -0.14824 -2.37516 -4.97254
H -1.34200 -3.32595 -4.09380
H 0.22963 -2.99263 -3.37065
H -1.49005 3.15815 -4.09008
H -0.30289 2.24936 -5.02107
H 0.12044 2.88394 -3.43701
H -2.35303 3.23100 -2.04379
H -2.93668 2.24185 -0.71694
C 1.70508 0.00790 4.53819
S -0.02717 0.39125 4.04887
O -0.91710 -0.59752 4.70243
O -0.52210 1.69037 4.56826
O -0.40052 0.29607 2.29327
H 1.86813 0.47312 5.52600
H 2.44073 0.41674 3.82582
H 1.82950 -1.08534 4.62789
```

Results
- HOMO level (alpha / beta): -0.039 / -0.042 Ha
- Total charge: -1
- E_LUMO (alpha / beta): 2.46 / 2.48 eV
- ΔE to the lowest compared entry with this formula, charge and spin: 176.84 kcal/mol
- Gap between HOMO and LUMO (alpha / beta): 0.1292 / 0.1327 Ha


Record 2
# C21H31F5OP2V

A molecular structure, C21H31F5OP2V at a distorted geometry (ωB97M-V/def2-TZVPD, the OMol25 dataset).

```
61
C21H31F5OP2V, DFT ωB97M-V/def2-TZVPD
P -2.11282 -0.22692 -5.21254
P -1.09566 -3.74881 -3.85617
C -1.68095 -1.85430 -5.88128
C -2.23240 -3.03668 -5.05645
H -0.58790 -1.90958 -6.03890
H -2.15670 -1.89347 -6.87954
H -3.19855 -2.81519 -4.57037
H -2.42122 -3.86360 -5.76407
C 0.14223 -4.69265 -4.83862
H 0.90941 -5.11283 -4.17258
H 0.61987 -4.04533 -5.58813
H -0.36913 -5.51666 -5.35141
C -2.00413 -5.23071 -3.22259
H -2.05580 -6.00187 -3.99943
H -3.01969 -4.97278 -2.89967
H -1.45477 -5.64350 -2.36614
C -1.33107 0.98147 -6.30424
H -1.25437 1.95756 -5.80233
H -1.96432 1.08972 -7.20084
H -0.33431 0.63225 -6.61237
C -3.89476 -0.07612 -5.60170
H -4.44007 -0.97081 -5.25802
H -4.02566 0.03264 -6.68739
H -4.30281 0.81291 -5.09257
V 0.99336 0.79382 0.34766
C -0.70900 -3.10766 -2.27887
C 0.17302 -2.49430 -3.33095
C 0.32896 -1.00713 -3.64764
C -0.60659 0.06314 -3.07947
C -2.12272 0.15067 -3.55188
C -2.98833 -0.39547 -2.50027
C -2.98803 -1.73838 -1.97973
C -1.68153 -2.35997 -1.37472
C -0.87897 1.74937 -0.05484
H -0.21160 -3.90077 -1.71925
H 1.16617 -2.94375 -3.34865
H 0.49150 -0.86324 -4.73239
H 1.31559 -0.73357 -3.23161
H -0.58551 0.07091 -1.98352
H -0.16941 1.04138 -3.33255
H -2.39556 1.22569 -3.59028
H -3.71285 0.30407 -2.08019
H -3.47436 -2.46229 -2.65836
H -3.66969 -1.68023 -1.11126
H -1.13692 -1.62284 -0.75747
H -2.01849 -3.11628 -0.64562
H -1.60380 1.31103 0.64891
H -1.28925 1.93819 -1.05135
H -0.34530 2.61888 0.39678
F 3.65825 -0.85604 5.36811
C 2.84629 -0.88718 4.28961
C 1.77706 -1.79080 4.24349
F 1.57843 -2.60812 5.29929
C 0.94024 -1.83591 3.14357
F -0.10735 -2.68943 3.13225
C 1.16677 -1.00571 2.01817
O 0.41118 -1.00354 0.94858
C 2.26150 -0.07244 2.10062
F 2.90063 0.46346 0.84016
C 3.08609 -0.03022 3.20892
F 4.17023 0.77142 3.22088
```

Results
- HOMO level (alpha / beta): -0.162 / -0.161 Ha
- E_LUMO (alpha / beta): -0.46 / -1.01 eV
- ΔE to the lowest compared entry with this formula, charge and spin: 63.97 kcal/mol
- Gap between HOMO and LUMO (alpha / beta): 0.1453 / 0.1241 Ha
- Multiplicity: 4


Record 3
# C21H31F5P2PtS

A molecular structure, C21H31F5P2PtS at a distorted geometry (ωB97M-V/def2-TZVPD, the OMol25 dataset).

```
61
C21H31F5P2PtS, DFT ωB97M-V/def2-TZVPD
P 0.51793 -1.83938 -4.47124
P 0.57016 2.22028 -4.11741
C 0.25094 -0.34258 -5.55258
C 1.12864 0.93270 -5.39503
H -0.82581 -0.17683 -5.34985
H 0.36013 -0.69171 -6.59085
H 2.15878 0.68418 -5.08960
H 1.17047 1.48551 -6.35379
C -0.08862 3.52502 -5.29205
H -0.24392 4.41192 -4.65827
H -1.06140 3.30895 -5.76203
H 0.63534 3.80535 -6.08041
C 2.01489 3.20703 -3.58856
H 2.27801 3.98003 -4.34104
H 2.89648 2.57752 -3.40464
H 1.78076 3.73079 -2.65007
C -0.36210 -2.98799 -5.59915
H -0.36485 -4.00076 -5.18445
H 0.07384 -3.03151 -6.60231
H -1.39882 -2.65953 -5.74293
C 2.24050 -2.31473 -4.37790
H 2.88718 -1.42731 -4.27095
H 2.50303 -2.84015 -5.31616
H 2.41716 -3.00680 -3.53789
Pt 1.94266 0.58304 -0.27918
C -1.60900 1.69300 -3.94123
C -2.41047 1.05371 -4.85044
C -3.66663 0.47546 -4.30632
C -3.35814 -0.67740 -3.21120
C -2.39189 -1.57839 -3.75511
C -1.07796 -1.73873 -3.33366
C -0.34710 -0.42510 -2.71424
C -1.10311 0.89579 -2.63241
C 2.07096 -1.36891 0.09647
H -2.14794 2.60704 -3.58823
H -2.22416 1.14452 -5.95666
H -4.25037 0.03874 -5.13178
H -4.29037 1.22207 -3.77298
H -3.04120 -0.18984 -2.27682
H -4.26364 -1.27724 -3.03422
H -2.77538 -2.35320 -4.39481
H -0.98413 -2.62503 -2.65721
H 0.68077 -0.19779 -3.13787
H -0.00960 -0.68636 -1.68734
H -1.88963 0.84190 -1.87465
H -0.37306 1.57398 -2.11414
H 2.56654 -1.37120 1.07103
H 2.71805 -1.82637 -0.66206
H 1.08515 -1.83015 0.15954
F 1.90295 0.67430 5.48652
C 1.27813 0.71688 4.28893
C 2.04760 0.99312 3.15479
F 3.38036 0.90429 3.31076
C 1.41730 1.32496 1.91126
F 1.44755 2.70342 1.55019
C 0.07236 0.75969 1.82800
S -0.36162 0.37694 0.27434
C -0.66208 0.34924 2.93769
F -1.86056 -0.23469 2.70784
C -0.08846 0.43401 4.19931
F -0.86130 0.35020 5.29803
```

Results
- HOMO level (alpha / beta): -0.214 / -0.212 Ha
- E_LUMO (alpha / beta): -2.12 / -2.25 eV
- ΔE to the lowest compared entry with this formula, charge and spin: 234.71 kcal/mol
- Gap between HOMO and LUMO (alpha / beta): 0.1358 / 0.1296 Ha
- Multiplicity: 3


Record 4
# C21H31InO3

A molecular structure, C21H31InO3 at a distorted geometry (ωB97M-V/def2-TZVPD, the OMol25 dataset).

```
56
C21H31InO3, DFT ωB97M-V/def2-TZVPD
O -0.27520 0.46053 -0.57664
C 0.76707 0.89701 -1.50039
C -0.09165 2.03061 -2.05717
H 0.94406 0.09666 -2.22675
H 1.67062 1.20951 -0.98906
C -1.11069 1.59549 -0.96026
H -0.37138 1.80652 -3.09353
H 0.41056 2.99552 -2.00906
C -2.42281 0.99998 -1.48708
H -2.20246 0.18559 -2.20319
H -3.04413 1.74888 -2.00613
H -2.98373 0.51624 -0.66939
C -1.19289 2.57265 0.21028
H -0.20144 2.87611 0.54442
H -1.58256 2.06183 1.09528
H -1.83401 3.46381 0.07080
In 0.45370 -0.93235 1.40855
C 0.72301 1.92952 4.27775
C 1.47434 0.74864 4.16982
C 2.05084 0.70052 2.85733
H 1.66197 0.01977 4.95965
C 1.60075 1.87514 2.15789
C 0.82700 2.64260 3.04803
H 0.42627 3.64828 2.86096
H 0.19543 2.27378 5.17058
H 2.87707 0.04290 2.56616
H 1.87140 2.13729 1.13005
C -1.80849 -0.18910 4.64462
C -2.06321 1.03116 3.95270
C -2.33975 0.71657 2.62031
H -2.04653 2.03736 4.38294
C -2.02425 -0.66624 2.39698
C -1.74824 -1.22473 3.69536
H -1.55832 -2.27869 3.89630
H -1.69106 -0.28694 5.72333
H -2.83328 1.37893 1.90295
H -2.24738 -1.20648 1.46727
O 0.08776 -1.28094 -3.54713
C -0.14198 -0.41245 -4.69035
C 0.35550 -1.05398 -5.97457
H 0.43099 0.51948 -4.55294
H -1.20327 -0.14679 -4.72636
C 1.37200 -2.12575 -5.45450
H 0.83994 -0.30161 -6.61571
H -0.46631 -1.47267 -6.55977
C 1.10649 -2.24550 -3.94640
H 2.39537 -1.77900 -5.59190
H 1.28753 -3.08178 -5.96490
H 1.98145 -1.92151 -3.34106
H 0.84480 -3.28954 -3.66273
C 1.93141 -3.82248 1.83818
C 1.43777 -2.73912 2.71460
O 1.34291 -2.51647 3.88581
H 2.69203 -3.38999 1.17086
H 1.06111 -4.15415 1.25255
H 2.36388 -4.70066 2.33465
```

Results
- HOMO level (alpha / beta): -0.240 / -0.240 Ha
- E_LUMO (alpha / beta): -1.45 / -1.46 eV
- Gap between HOMO and LUMO (alpha / beta): 0.1863 / 0.1860 Ha


Record 5
# C21H31N3O

A single C21H31N3O molecule (ωB97M-V/def2-TZVPD, the OMol25 dataset).

```
56
C21H31N3O, DFT ωB97M-V/def2-TZVPD
C -6.25318 -1.11318 -0.34583
C -5.45029 -0.50285 0.80344
N -4.15055 -0.06546 0.36955
C -3.81608 1.19934 -0.07606
C -4.81005 2.30738 -0.03948
C -2.51238 1.21569 -0.49164
C -1.71434 2.35874 -1.02220
C -2.00604 -0.10766 -0.30837
C -0.76772 -0.69337 -0.54996
C -0.59234 -2.03447 -0.25098
C 0.69194 -2.76263 -0.45055
O 0.75695 -3.98083 -0.46799
N 1.78649 -1.98211 -0.62697
C 3.12873 -2.50602 -0.59980
C 3.87827 -1.87383 0.58181
N 3.81391 -0.42896 0.46224
C 4.88575 0.14972 -0.32114
C 4.42136 1.34026 -1.16199
C 3.73353 2.44825 -0.36525
C 2.35183 2.03081 0.14079
C 2.35658 1.29567 1.48428
C 3.53078 0.32182 1.66709
C -1.66064 -2.78546 0.26935
C -2.89513 -2.23124 0.51270
C -3.06559 -0.88099 0.22633
H -5.71806 -1.96092 -0.76657
H -7.22250 -1.45094 0.01120
H -6.40676 -0.38098 -1.13506
H -5.31517 -1.24723 1.59380
H -5.98959 0.34722 1.22721
H -5.10383 2.53350 0.98659
H -5.70688 2.05004 -0.60268
H -4.38015 3.20523 -0.47295
H -2.33739 3.23214 -1.19479
H -1.24013 2.08179 -1.96310
H -0.92741 2.63073 -0.31777
H 0.01818 -0.09827 -0.99037
H 1.74590 -0.99456 -0.42350
H 3.63448 -2.26404 -1.54118
H 3.06643 -3.59111 -0.49565
H 4.91201 -2.24937 0.61471
H 3.37720 -2.18172 1.50224
H 5.27422 -0.61259 -1.00041
H 5.71945 0.47209 0.32905
H 3.73108 0.98184 -1.92862
H 5.29713 1.75225 -1.66929
H 4.36308 2.76071 0.46932
H 3.61652 3.31085 -1.02613
H 1.89146 1.39859 -0.62042
H 1.72175 2.91737 0.24585
H 1.41432 0.75085 1.58125
H 2.39940 2.02209 2.29891
H 3.28032 -0.35871 2.48603
H 4.42099 0.88698 1.98221
H -1.47854 -3.83015 0.47039
H -3.69931 -2.83230 0.91034
```

Results
- HOMO level: -0.281 Ha
- SMILES: CCn1c(C)c(C)c2cc(C(=O)NCCN3CCCCCC3)ccc21
- E_LUMO: 0.79 eV
- ΔE to the lowest compared entry with this formula, charge and spin: 8.46 kcal/mol
- Gap between HOMO and LUMO: 0.3105 Ha


Record 6
# C21H31N3O3

A single C21H31N3O3 molecule (ωB97M-V/def2-TZVPD, the OMol25 dataset).

```
58
C21H31N3O3, DFT ωB97M-V/def2-TZVPD
C 0.60914 3.80278 1.10975
C 0.28703 2.57668 1.90907
C 1.25335 1.99672 2.72410
C 0.96054 0.88845 3.49349
C -0.30368 0.30826 3.45866
C -0.62887 -0.87618 4.32453
C 0.23536 -2.11312 4.03735
N -0.01151 -2.68314 2.73787
C 0.69118 -2.24326 1.55855
C 0.27068 -3.23108 0.44873
C -0.19144 -2.52235 -0.82102
O 0.35863 -2.68522 -1.88999
N -1.26838 -1.72705 -0.65289
C -1.80285 -0.90708 -1.71526
C -1.47450 0.57348 -1.50717
C 0.04047 0.87018 -1.48511
N 0.66782 1.23721 -2.73229
C 0.64481 0.22512 -3.77196
C 1.62722 0.64648 -4.86510
O 1.28210 1.90515 -5.40222
C 1.25553 2.88479 -4.39265
C 0.26902 2.51681 -3.28094
C -0.83202 -4.09405 1.07838
C -0.87728 -3.69991 2.54628
O -1.56751 -4.20053 3.40542
C -1.26304 0.87733 2.63277
C -0.97490 2.00151 1.87743
H 0.83238 4.63609 1.77555
H 1.48615 3.63429 0.48577
H -0.22614 4.08660 0.47368
H 2.24140 2.43219 2.76541
H 1.72043 0.47481 4.14095
H -1.67698 -1.15403 4.20074
H -0.47524 -0.60335 5.37174
H 1.29780 -1.86755 4.11479
H -0.01152 -2.88645 4.77056
H 0.42371 -1.20643 1.31614
H 1.77268 -2.27116 1.73106
H 1.12105 -3.85256 0.16087
H -1.63018 -1.57273 0.27537
H -2.88926 -1.04188 -1.75439
H -1.36472 -1.27999 -2.64147
H -1.90653 0.88901 -0.55527
H -1.95299 1.15437 -2.29619
H 0.57276 -0.00849 -1.11041
H 0.22831 1.69058 -0.78809
H 0.94515 -0.73429 -3.34842
H -0.35574 0.12531 -4.22749
H 1.60756 -0.05699 -5.69859
H 2.64170 0.68873 -4.44232
H 0.96439 3.81822 -4.87822
H 2.25904 2.99581 -3.95426
H 0.30543 3.27276 -2.49341
H -0.74940 2.49681 -3.70893
H -1.81168 -3.92367 0.62867
H -0.62310 -5.16026 0.99832
H -2.25570 0.44898 2.59564
H -1.74768 2.44729 1.26643
```

Results
- HOMO level: -0.308 Ha
- SMILES: Cc1ccc(CCN2C[C@H](C(=O)NCCCN3CCOCC3)CC2=O)cc1
- E_LUMO: 0.62 eV
- ΔE to the lowest compared entry with this formula, charge and spin: 30.36 kcal/mol
- Gap between HOMO and LUMO: 0.3306 Ha


- What is the formula in the second record?
  C21H31F5OP2V